(1)
{"formula": "C34H50AlClF5LiN4NaO7S", "method": "ωB97M-V/def2-TZVPD", "elements": ["C", "C", "O", "O", "C", "C", "C", "C", "C", "C", "C", "Cl", "C", "N", "C", "N", "S", "N", "C", "C", "C", "N", "H", "H", "H", "H", "H", "H", "H", "H", "H", "H", "H", "H", "H", "H", "H", "H", "H", "H", "H", "O", "C", "O", "C", "C", "C", "H", "H", "H", "H", "H", "H", "Na", "C", "C", "C", "C", "C", "C", "H", "H", "H", "H", "H", "H", "F", "C", "C", "C", "C", "C", "C", "H", "H", "H", "H", "H", "C", "C", "O", "H", "H", "H", "H", "H", "H", "C", "C", "O", "H", "H", "H", "H", "H", "H", "O", "H", "H", "F", "Al", "F", "F", "F", "Li"], "positions_angstrom": [[5.67284, -0.20540, -0.72002], [5.29504, 0.20709, -2.28878], [4.26576, -0.37025, -2.94201], [6.19514, 1.23426, -2.91058], [5.39484, 2.49157, -2.96680], [6.10694, 3.76978, -2.22859], [5.17323, 4.55208, -1.13169], [3.59237, 4.69851, -1.53870], [2.67655, 3.97797, -0.37670], [1.45623, 3.04030, -0.94907], [1.34917, 1.45222, -0.43906], [2.60312, 0.66986, 0.73158], [0.12210, 0.43068, -0.92062], [-0.00746, -1.01691, -0.43785], [-1.03498, 0.96907, -1.95475], [-2.22666, 0.15884, -2.48779], [-3.09258, 1.33910, -3.50229], [-2.10780, 2.80034, -3.41381], [-0.91920, 2.54531, -2.49090], [0.29111, 3.54837, -2.00867], [0.29048, 5.09725, -2.62471], [0.95330, 4.96269, -4.01166], [6.77129, -0.63180, -0.61512], [4.92983, -1.06928, -0.40548], [5.53376, 0.77286, -0.09107], [5.30888, 2.77761, -4.12148], [4.32915, 2.21429, -2.57126], [6.54299, 4.54987, -2.99059], [7.03231, 3.32609, -1.61859], [5.37080, 4.06763, -0.07785], [5.60926, 5.66096, -1.05825], [3.32271, 5.85932, -1.49092], [3.34816, 4.35780, -2.63224], [3.35067, 3.38697, 0.38028], [2.16075, 4.84377, 0.26195], [0.92438, -1.42951, -0.20400], [-0.40787, -1.62220, -1.19635], [0.91831, 5.84838, -1.98042], [-0.79915, 5.50962, -2.81906], [1.57961, 4.11563, -3.88442], [0.17506, 4.59520, -4.63147], [-0.51500, -3.76739, -0.16191], [-1.69943, -3.87873, 0.10812], [-2.67593, -4.14665, -0.80776], [-3.94815, -4.09804, -0.16366], [-3.66276, -4.32319, 1.29811], [-2.30117, -3.69842, 1.46885], [-4.39842, -3.11799, -0.35317], [-4.60019, -4.87346, -0.57621], [-4.42508, -3.89765, 1.95609], [-3.60137, -5.39900, 1.50273], [-2.36872, -2.62984, 1.69105], [-1.71476, -4.21657, 2.23112], [5.39981, 6.58471, 0.10913], [3.48565, 7.10011, 4.29329], [3.52159, 5.80285, 3.78282], [3.64045, 4.71532, 4.64766], [3.71349, 4.92483, 6.02508], [3.67376, 6.22196, 6.53575], [3.56426, 7.31001, 5.67024], [3.39645, 7.94762, 3.61874], [3.45774, 5.63931, 2.70994], [3.67518, 3.70502, 4.24916], [3.80119, 4.07717, 6.69953], [3.72905, 6.38496, 7.60930], [3.53890, 8.32068, 6.06809], [-6.80618, -4.56327, 1.00201], [-7.44815, -3.38900, 1.06185], [-7.43941, -2.66414, 2.24850], [-8.10338, -1.43899, 2.30974], [-8.77857, -0.95713, 1.18559], [-8.78579, -1.69449, 0.00061], [-8.11240, -2.91411, -0.06357], [-6.91668, -3.05822, 3.11389], [-8.09596, -0.86093, 3.23046], [-9.30006, -0.00363, 1.23514], [-9.31543, -1.31938, -0.87178], [-8.10026, -3.49596, -0.97923], [4.93912, -5.06222, -1.47667], [6.13482, -4.29870, -0.94610], [5.70036, -3.24153, -0.10343], [4.27526, -4.39614, -2.03748], [5.25690, -5.87806, -2.13196], [4.35000, -5.47987, -0.65369], [6.70841, -3.86449, -1.77040], [6.79689, -4.95505, -0.37312], [5.19937, -3.63826, 0.62981], [-4.88751, -4.41455, -4.92894], [-5.00600, -4.11655, -3.44862], [-5.79430, -5.11315, -2.81473], [-5.87775, -4.44940, -5.39486], [-4.28638, -3.65273, -5.43316], [-4.42468, -5.39347, -5.09113], [-5.48886, -3.14760, -3.29051], [-4.02082, -4.09287, -2.97292], [-5.35258, -5.96848, -2.95367], [2.14479, -1.86501, 3.48634], [3.05148, -2.08571, 3.74739], [2.25744, -1.23012, 2.76300], [-8.80520, -4.45528, 7.76426], [-8.31544, -4.85422, 6.07767], [-8.00880, -6.62390, 5.94429], [-6.81424, -3.95161, 5.65907], [-9.63346, -4.38611, 4.94319], [6.36654, 2.80082, -5.51918]], "orbital_gap_ev": 2.826, "total_charge": 1, "e_above_lowest_ev": 15.5277, "max_force_ev_per_a": 9.6, "energy_ev": -104508.379}

***

(2)
{"formula": "C11H19Cl18NO4S", "method": "ωB97M-V/def2-TZVPD", "elements": ["C", "C", "O", "S", "O", "O", "C", "C", "O", "C", "N", "H", "H", "H", "H", "H", "H", "H", "H", "H", "H", "H", "H", "H", "C", "Cl", "Cl", "Cl", "H", "C", "Cl", "Cl", "Cl", "H", "C", "Cl", "Cl", "Cl", "H", "C", "Cl", "Cl", "Cl", "H", "C", "Cl", "Cl", "Cl", "H", "C", "Cl", "Cl", "Cl", "H"], "positions_angstrom": [[-1.39528, 0.71906, 3.28884], [-0.87435, -0.37726, 2.36510], [0.41347, -0.02524, 1.80747], [1.68776, -0.62050, 2.62599], [1.73236, 0.06497, 3.90327], [2.77331, 0.06347, 1.66655], [2.99516, 1.48955, 1.76289], [1.98715, 2.37093, 1.01877], [0.89534, 2.75858, 1.84245], [2.72481, 3.59878, 0.46657], [3.48512, 3.29974, -0.74798], [-0.58325, 1.15120, 3.87186], [-1.90880, 1.50520, 2.73163], [-2.12040, 0.29060, 3.99029], [-1.52659, -0.47912, 1.49808], [-0.84619, -1.34743, 2.86963], [3.04011, 1.79559, 2.81074], [3.98761, 1.63146, 1.32712], [1.58556, 1.79978, 0.17649], [1.12448, 3.57847, 2.29019], [1.96290, 4.36854, 0.29423], [3.40993, 3.96789, 1.24350], [3.17620, 2.43281, -1.16908], [3.37846, 4.03240, -1.43515], [-0.93894, -0.08178, -1.41828], [-2.65247, -0.05814, -0.99636], [-0.57126, -1.54183, -2.34971], [-0.48472, 1.36335, -2.31804], [-0.35372, -0.11272, -0.50573], [0.99619, -0.87666, -5.60186], [2.42492, -0.25367, -4.78146], [0.06567, 0.42891, -6.32826], [1.44812, -2.07890, -6.81646], [0.37234, -1.36247, -4.86498], [-6.77620, -0.07208, -1.28558], [-5.79101, 0.02867, 0.17624], [-8.45146, 0.35382, -0.94369], [-6.11021, 0.94473, -2.56090], [-6.75484, -1.09744, -1.62957], [0.76232, -5.63724, 2.80514], [-0.37643, -6.32013, 1.64409], [2.31916, -6.45710, 2.72143], [0.95558, -3.89907, 2.55517], [0.35777, -5.78748, 3.79703], [0.26770, 4.27996, 5.82074], [0.94648, 2.77121, 5.22524], [-0.49315, 5.18557, 4.50735], [-0.88256, 3.98932, 7.12754], [1.07274, 4.88471, 6.21616], [-0.45698, -5.18361, -7.95270], [0.28748, -6.71405, -8.41397], [-1.08703, -4.33678, -9.36406], [-1.72258, -5.43380, -6.74980], [0.30502, -4.56338, -7.50202]], "orbital_gap_ev": 9.901, "total_charge": 0, "max_force_ev_per_a": 0.6, "energy_ev": -257632.677}

***

(3)
{"formula": "H22O11", "method": "ωB97M-V/def2-TZVPD", "elements": ["O", "H", "H", "O", "H", "H", "O", "H", "H", "O", "H", "H", "O", "H", "H", "O", "H", "H", "O", "H", "H", "O", "H", "H", "O", "H", "H", "O", "H", "H", "O", "H", "H"], "positions_angstrom": [[1.81636, 2.93601, -0.27759], [0.94502, 2.69392, -0.59128], [2.39773, 2.27154, -0.64735], [-0.25851, 0.74454, 0.11070], [-0.31995, 0.24891, -0.70589], [0.64217, 0.61035, 0.40568], [2.75434, 1.03689, 2.37276], [2.18966, 1.70672, 2.75838], [3.64150, 1.37971, 2.48070], [-1.63955, -1.33038, -3.97136], [-1.27934, -0.62202, -4.50494], [-1.42484, -1.08579, -3.07119], [-3.45876, 0.50061, -1.97032], [-4.31390, 0.53985, -1.54203], [-2.96005, 1.21645, -1.57650], [-2.32101, 2.14866, 0.98231], [-2.69024, 1.94116, 1.84070], [-1.74883, 1.40797, 0.78177], [-3.24008, -1.53211, 0.19471], [-4.19110, -1.54010, 0.30303], [-3.02861, -0.61952, -0.00200], [1.69048, -1.44625, 2.93778], [1.71790, -1.47741, 3.89408], [2.05474, -0.58954, 2.71504], [2.98265, 0.34520, -0.42569], [3.78728, 0.09570, -0.88017], [3.26094, 0.52908, 0.47151], [-0.70550, -1.99823, -0.88545], [-0.55820, -2.72913, -1.48572], [-1.51989, -2.21917, -0.43359], [2.11828, -2.05338, 0.16838], [2.44878, -1.15777, 0.09851], [1.21062, -1.95256, 0.45513]], "orbital_gap_ev": [2.052, 9.148], "total_charge": -1, "e_above_lowest_ev": 1.0925, "spin_multiplicity": 2, "max_force_ev_per_a": 1.2, "energy_ev": -22879.673, "s2": 0.75}

***

(4)
{"formula": "C3H12NO", "method": "ωB97M-V/def2-TZVPD", "elements": ["C", "C", "C", "N", "H", "H", "H", "H", "H", "H", "H", "H", "H", "H", "H", "H", "O"], "positions_angstrom": [[2.11298, -0.80805, 0.52767], [0.95836, -0.08522, 0.69316], [0.05734, 0.08101, -0.32032], [1.95947, 4.85155, 1.19966], [2.35868, -1.28812, -0.41395], [-10.01181, -11.39728, -1.62821], [2.78437, -0.93565, 1.36127], [0.72084, 0.35317, 1.64998], [0.17409, -0.47057, -1.24784], [-10.53813, -11.68199, -2.06580], [-0.94345, 0.45957, -0.11357], [1.82848, 4.03207, 0.62086], [2.61323, 4.66582, 1.93938], [1.10040, 5.25826, 1.53185], [1.97905, 2.67573, -1.86162], [1.15023, 1.74917, -0.92245], [1.69588, 2.54053, -0.95009]], "orbital_gap_ev": 3.450, "total_charge": 1, "e_above_lowest_ev": 5.4510, "max_force_ev_per_a": 2.2, "energy_ev": -6831.963}